[1]
{"formula": "C4H9NS", "method": "wB97M-V/def2-TZVPD", "relative_energy_kcal_mol": 100.5, "orbital_gap_ev": 8.7, "symbols": ["C", "C", "C", "C", "N", "S", "H", "H", "H", "H", "H", "H", "H", "H", "H"], "coordinates": [[0.3534, 1.5177, -2.1411], [-1.7049, 0.5672, -1.3252], [0.4649, -1.7322, 0.3276], [0.2568, 0.8384, 1.8377], [-0.7746, 1.1266, -1.7472], [1.3129, -0.1189, 0.6285], [0.5363, 1.7256, -3.1633], [-2.5914, 0.9861, -0.9600], [-0.5862, -1.7451, -0.0618], [1.3580, -2.1802, -0.3374], [0.3899, -2.4629, 1.1982], [-0.0643, 0.2520, 2.7655], [0.9948, 1.5617, 2.2529], [-0.6892, 1.4097, 1.3381], [1.1273, 1.9377, -1.5320]]}

=====

[2]
{"formula": "C5H3NO", "method": "wB97M-V/def2-TZVPD", "relative_energy_kcal_mol": 78.5, "smiles": "N#CC#CCC=O", "orbital_gap_ev": 10.2, "symbols": ["N", "C", "C", "C", "C", "C", "O", "H", "H", "H"], "coordinates": [[4.0040, -0.7895, -0.2666], [2.9332, -0.1510, -0.0354], [1.6702, 0.3122, 0.0312], [0.4752, 0.4447, -0.1511], [-0.9737, 0.5954, -0.1209], [-1.6711, -0.6568, 0.1044], [-2.8259, -0.7325, -0.3361], [-1.3340, 1.2995, -1.0245], [-1.2866, 1.0380, 0.9205], [-0.9914, -1.3601, 0.8785]]}

=====

no.,HOMO (hartree),E_LUMO (eV)
1,-0.285,0.90
2,-0.382,-0.22